Record 1
2 unconnected molecules or ions with the total composition C9H14 at a distorted geometry. Source: the Open Molecules 2025 dataset; level of theory: the ωB97M-V functional and the def2-TZVPD basis.

```
23
Properties=species:S:1:pos:R:3:lowdin_charge:R:1
C -1.818 1.650 0.222 -0.096
C 0.315 1.728 -0.850 -0.282
C -0.054 0.279 1.068 -0.095
C 0.461 -3.537 1.198 -0.178
C -1.354 0.722 1.159 -0.094
C 0.795 -4.274 -0.075 -0.180
C 1.270 2.233 -1.905 -0.052
C 0.764 0.782 0.060 -0.057
C -0.999 2.183 -0.756 -0.054
H 1.156 -5.292 0.116 0.062
H -0.228 -2.714 1.016 0.048
H 0.727 2.373 -2.827 0.070
H 2.045 1.482 -2.057 0.075
H 1.316 -3.180 1.785 0.064
H -2.865 1.917 0.279 0.099
H 1.509 -3.849 -0.764 0.055
H 1.683 3.213 -1.666 0.082
H -2.051 0.496 1.955 0.099
H -0.124 -4.480 -0.640 0.066
H -1.412 2.933 -1.422 0.111
H 1.803 0.474 0.008 0.109
H 0.004 -4.232 1.907 0.063
H 0.429 -0.388 1.740 0.085
```

The calculation puts the frontier orbital gap at 10.054 eV. As for the structure (SMILES): Cc1ccccc1.CC. The value obtained for the max |F| is 0.030 hartree/bohr. The energy above the lowest of the compared OMol25 structures with the same formula, charge and spin is 7.8 kcal/mol. The calculated total energy comes out at -9559.845 eV. Its HOMO energy is -0.3319 hartree. As for the charge: 0.

Record 2
A molecular structure, C45H55Br2GeN7OS2Ti at a distorted geometry. Source: the Open Molecules 2025 dataset; level of theory: the ωB97M-V functional and the def2-TZVPD basis.

```
114
Properties=species:S:1:pos:R:3:lowdin_charge:R:1
Br 6.230 -1.560 1.550 0.848
Br 3.456 5.311 -1.305 0.851
Ge -1.006 -0.132 1.767 0.919
Ti 0.304 -0.583 -1.587 0.878
S -1.572 3.396 -1.001 0.693
S 0.391 -0.551 -4.297 0.951
O 1.351 -2.311 -1.352 -0.159
N -0.548 5.634 -0.049 0.017
N -2.214 5.916 -1.595 0.021
N 1.536 1.147 -1.941 -0.018
N -1.080 -2.394 -2.336 -0.095
N 1.992 -2.427 0.799 0.143
N -1.694 0.220 -2.112 -0.144
N 3.550 -0.815 -2.170 0.132
C -2.033 0.645 -3.496 -0.222
C -2.212 -4.176 1.198 -0.087
C 1.791 -4.321 2.411 -0.158
C 2.021 1.248 4.342 -0.079
C -2.968 -2.028 2.784 -0.100
C -2.526 -2.075 -2.226 -0.146
C 5.216 -2.115 -1.039 -0.090
C -1.349 -0.139 -4.625 -0.383
C 0.870 -0.499 5.526 -0.070
C 2.503 -4.296 -0.669 -0.078
C -0.408 7.069 0.193 -0.159
C -3.100 3.422 2.569 -0.083
C 1.710 -5.391 0.071 -0.156
C 0.190 -0.107 0.227 -0.303
C -2.392 1.222 1.851 -0.293
C 0.196 0.064 3.271 -0.289
C 1.853 0.480 5.488 -0.073
C 1.566 3.504 -2.373 -0.094
C 0.445 -2.361 -4.357 -0.412
C -3.688 0.985 1.392 -0.125
C 5.169 -1.252 0.044 -0.688
C 1.010 2.240 -2.486 -0.154
C 4.374 -1.860 -2.112 -0.110
C 0.047 -0.706 4.425 -0.093
C -3.254 -4.321 2.104 -0.066
C -1.921 -1.858 1.873 -0.280
C 3.335 2.486 -1.131 -0.025
C 2.093 -5.540 1.543 -0.182
C 2.558 -3.074 1.993 -0.126
C -2.188 7.376 -1.487 -0.154
C -4.676 1.958 1.500 -0.072
C 1.198 1.038 3.243 -0.133
C 2.709 3.633 -1.622 -0.664
C -1.554 -2.956 1.093 -0.145
C -1.447 5.085 -0.880 -0.815
C 3.552 0.023 -1.133 -0.241
C -0.701 -3.040 -3.621 -0.218
C 1.944 -2.938 -0.402 -0.423
C 2.749 1.262 -1.358 -0.206
C -3.627 -3.246 2.900 -0.056
C -4.379 3.179 2.087 -0.074
C -2.675 -0.738 -1.540 -0.170
C -0.798 7.814 -1.068 -0.159
C -2.115 2.454 2.448 -0.123
C 4.323 -0.156 0.007 -0.058
H -2.920 5.467 -2.155 0.125
H 1.343 1.646 2.354 0.090
H -3.953 0.021 0.969 0.088
H 1.404 -2.586 -3.889 0.062
H 4.376 -2.521 -2.971 0.126
H -3.286 -1.199 3.406 0.112
H -1.044 7.370 1.029 0.127
H -2.931 7.710 -0.759 0.128
H 0.721 -4.096 2.395 0.108
H -2.461 -0.847 -0.477 0.070
H -1.126 2.659 2.842 0.094
H 1.072 4.349 -2.828 0.118
H 1.477 -1.549 0.900 0.083
H 0.626 7.266 0.470 0.120
H -1.800 1.706 -3.570 0.089
H -0.711 -1.480 4.472 0.096
H -0.719 -2.854 0.401 0.061
H -5.678 1.754 1.147 0.108
H -3.115 0.568 -3.631 0.136
H -3.061 -2.840 -1.661 0.136
H 0.742 -1.101 6.416 0.110
H -1.909 -5.020 0.588 0.102
H -0.838 -3.029 -1.583 0.088
H 2.048 -4.541 3.448 0.125
H -5.149 3.933 2.185 0.109
H 0.636 -5.187 -0.017 0.107
H 0.483 -2.702 -5.391 0.096
H -2.960 -2.050 -3.225 0.116
H 3.608 -3.305 1.795 0.105
H -4.434 -3.355 3.613 0.114
H -0.775 8.889 -0.898 0.126
H -2.873 4.365 3.051 0.107
H 1.888 -6.334 -0.445 0.122
H 1.577 -6.409 1.955 0.120
H 0.094 2.121 -3.045 0.072
H 3.164 -5.763 1.601 0.123
H -1.583 -3.060 -4.259 0.111
H -0.431 -4.084 -3.453 0.135
H -3.692 -0.350 -1.636 0.141
H -2.459 7.790 -2.456 0.127
H -1.881 -1.056 -4.868 0.073
H 2.488 0.644 6.348 0.110
H -0.029 4.974 0.507 0.118
H 4.262 0.531 0.841 0.121
H -3.769 -5.268 2.195 0.112
H 2.477 -4.445 -1.747 0.126
H -0.086 7.583 -1.864 0.122
H 2.539 -2.320 2.778 0.127
H 3.549 -4.325 -0.354 0.124
H 5.890 -2.960 -1.054 0.118
H 2.789 2.011 4.310 0.105
H -1.737 1.054 -1.521 0.006
H 4.302 2.544 -0.653 0.125
H 1.119 0.361 0.588 -0.014
H -1.365 0.474 -5.525 0.090
```

The calculation puts the frontier orbital gap at 7.285 eV. The value obtained for the max |F| is 0.021 hartree/bohr. The calculated total energy comes out at -301413.249 eV. Its HOMO energy is -0.4595 hartree. As for the charge: +2.